DFT (the ωB97M-V functional and the def2-TZVPD basis) results for a 2-piece molecular cluster, C4H12NO2 overall.

Cartesian coordinates (Å):
C -0.155 1.594 0.273
O -1.073 0.829 0.985
C 0.492 0.907 -0.942
C 1.681 -0.034 -0.628
C 1.513 -0.885 0.624
N 0.482 -1.918 0.434
H 0.693 1.848 0.929
H -0.644 2.519 -0.100
H 0.881 1.666 -1.637
H -0.227 0.350 -1.542
H 2.628 0.520 -0.599
H 1.826 -0.728 -1.467
H 2.483 -1.324 0.887
H 1.156 -0.305 1.475
H -0.279 -1.701 1.077
H 0.002 -1.825 -0.458
H -1.849 0.229 0.093
H -3.316 -0.466 -0.254
O -2.462 -0.386 -0.665

## Properties
total energy: -9927.9819 eV
ΔE to the lowest compared entry with this formula, charge and spin: 23.4 kJ/mol
charge: -1
gap between HOMO and LUMO: 0.2929 hartree
LUMO energy: 4.225 eV

Löwdin population analysis, charges in e, atoms 1 to 5: -0.40, -0.30, -0.21, -0.23, -0.31